(1)
{"formula": "C2H2F3P", "method": "the ωB97M-V functional and the def2-TZVPD basis", "e_above_lowest_kcal_mol": 27.9, "orbital_gap_ha": 0.3571, "lumo_energy_ha": -0.008, "multiplicity": 1, "homo_energy_ev": -9.92, "total_charge": 0, "elements": ["H", "H", "P", "C", "C", "F", "F", "F"], "xyz": [[0.83, 0.80, -2.61], [0.18, 1.31, -0.97], [0.62, -0.96, -0.87], [-0.41, -0.44, 1.18], [0.55, 0.54, -1.52], [0.50, -0.31, 2.12], [-0.99, -1.60, 1.46], [-1.29, 0.66, 1.20]], "nbo_charge": [0.24, 0.22, 0.58, 0.84, -0.86, -0.33, -0.34, -0.35]}



(2)
{"formula": "C2H2F4O2", "method": "the ωB97M-V functional and the def2-TZVPD basis", "e_above_lowest_kcal_mol": 12.2, "orbital_gap_ha": 0.4139, "lumo_energy_ha": 0.015, "multiplicity": 1, "homo_energy_ev": -10.84, "total_charge": 0, "elements": ["C", "F", "H", "C", "F", "H", "F", "F", "O", "O"], "xyz": [[-0.35, 1.07, 0.11], [0.05, 1.97, -0.74], [1.64, -1.12, -1.31], [0.45, -0.23, 0.04], [-0.35, 1.62, 1.36], [-1.08, -1.65, 0.80], [-1.62, 0.81, -0.22], [1.00, -0.72, 1.18], [1.24, -0.26, -1.08], [-0.99, -1.49, -0.13]], "nbo_charge": [0.90, -0.29, 0.52, 0.78, -0.31, 0.45, -0.29, -0.30, -0.66, -0.80]}



(3)
{"formula": "C2H2FIO", "method": "the ωB97M-V functional and the def2-TZVPD basis", "e_above_lowest_kcal_mol": 10.0, "orbital_gap_ha": 0.3366, "lumo_energy_ha": -0.036, "multiplicity": 1, "homo_energy_ev": -10.14, "total_charge": 0, "elements": ["O", "H", "C", "I", "F", "C", "H"], "xyz": [[-1.53, -0.44, -1.13], [-1.07, -0.67, 0.82], [-0.82, -0.35, -0.18], [0.27, 1.74, 1.36], [1.33, 0.38, -1.23], [0.65, -0.04, -0.13], [1.17, -0.62, 0.51]], "nbo_charge": [-0.48, 0.13, 0.34, -0.03, -0.31, 0.17, 0.19]}



(4)
{"formula": "C2H2FIO", "method": "the ωB97M-V functional and the def2-TZVPD basis", "e_above_lowest_kcal_mol": 41.0, "orbital_gap_ha": [0.2509, 0.2507], "lumo_energy_ha": [-0.100, -0.100], "multiplicity": 1, "homo_energy_ev": [-9.54, -9.54], "total_charge": 0, "elements": ["F", "C", "O", "H", "H", "I", "C"], "xyz": [[2.29, 0.31, -0.27], [0.08, 0.90, 0.58], [0.33, 2.06, 0.90], [-0.98, 0.36, 0.82], [0.95, -0.98, -0.73], [0.85, -1.41, 2.45], [1.06, -0.04, -0.16]], "nbo_charge": [-0.27, 0.27, -0.50, 0.17, 0.22, -0.26, 0.35]}



(5)
{"formula": "C2H2FKMgO2", "method": "the ωB97M-V functional and the def2-TZVPD basis", "orbital_gap_ha": [0.2362, 0.2514], "lumo_energy_ha": [-0.193, -0.173], "multiplicity": 2, "homo_energy_ev": [-11.68, -11.55], "total_charge": 1, "elements": ["C", "O", "O", "H", "K", "C", "Mg", "F", "H"], "xyz": [[-0.27, 1.17, -0.82], [0.65, 0.49, -0.22], [-1.76, -0.61, -0.46], [-1.51, 1.79, -1.33], [0.00, -2.09, 0.22], [-1.66, 0.63, -0.58], [2.56, 1.05, 0.22], [-2.50, 1.36, 0.27], [0.06, 1.69, -1.74]], "mulliken_spin": [0.73, 0.23, 0.31, 0.41, 0.01, 0.25, -0.99, 0.04, 0.00]}



(6)
{"formula": "C2H2FN", "method": "the ωB97M-V functional and the def2-TZVPD basis", "e_above_lowest_kcal_mol": 106.7, "orbital_gap_ha": [0.3301, 0.3655], "lumo_energy_ha": [-0.035, -0.061], "multiplicity": 1, "homo_energy_ev": [-9.93, -11.61], "total_charge": 0, "elements": ["F", "C", "H", "C", "N", "H"], "xyz": [[-1.52, -0.13, -0.34], [0.68, -0.18, -1.07], [-0.07, 0.36, 0.94], [-0.24, 0.29, -0.18], [1.23, -0.60, -2.00], [-0.08, 0.26, 2.65]], "nbo_charge": [-0.31, 0.10, 0.17, 0.21, -0.20, 0.03]}



Repeat the sixth record exactly.
{"formula": "C2H2FN", "method": "the ωB97M-V functional and the def2-TZVPD basis", "e_above_lowest_kcal_mol": 106.7, "orbital_gap_ha": [0.3301, 0.3655], "lumo_energy_ha": [-0.035, -0.061], "multiplicity": 1, "homo_energy_ev": [-9.93, -11.61], "total_charge": 0, "elements": ["F", "C", "H", "C", "N", "H"], "xyz": [[-1.52, -0.13, -0.34], [0.68, -0.18, -1.07], [-0.07, 0.36, 0.94], [-0.24, 0.29, -0.18], [1.23, -0.60, -2.00], [-0.08, 0.26, 2.65]], "nbo_charge": [-0.31, 0.10, 0.17, 0.21, -0.20, 0.03]}



What did the first record say?
{"formula": "C2H2F3P", "method": "the ωB97M-V functional and the def2-TZVPD basis", "e_above_lowest_kcal_mol": 27.9, "orbital_gap_ha": 0.3571, "lumo_energy_ha": -0.008, "multiplicity": 1, "homo_energy_ev": -9.92, "total_charge": 0, "elements": ["H", "H", "P", "C", "C", "F", "F", "F"], "xyz": [[0.83, 0.80, -2.61], [0.18, 1.31, -0.97], [0.62, -0.96, -0.87], [-0.41, -0.44, 1.18], [0.55, 0.54, -1.52], [0.50, -0.31, 2.12], [-0.99, -1.60, 1.46], [-1.29, 0.66, 1.20]], "nbo_charge": [0.24, 0.22, 0.58, 0.84, -0.86, -0.33, -0.34, -0.35]}